# 1
ORCA calculation (ωB97M-V/def2-TZVPD) on a structure of composition C38H68AlN14O4 at a distorted geometry.

```
125
Properties=species:S:1:pos:R:3:mulliken_charge:R:1
C 3.587 -5.299 0.391 -1.255
C 2.117 -5.564 0.670 -0.066
N 1.294 -4.969 -0.398 -0.179
Al 0.690 -3.189 -0.106 -0.859
C 1.638 -1.960 -1.419 -0.378
C 0.672 -1.293 -2.399 -0.670
C 0.548 0.203 -2.210 0.194
N 1.837 0.901 -2.177 -0.696
C 0.842 -2.576 1.838 -0.287
C 2.244 -2.406 2.419 -0.590
C 3.063 -1.250 1.814 -0.411
C 2.353 0.075 1.808 0.346
O 2.819 1.059 2.394 -0.637
O 1.174 0.178 1.171 0.016
C -1.321 -3.229 -0.521 -0.538
O -1.955 -1.915 -0.462 -0.142
C -2.974 -1.773 0.489 -0.676
C -2.452 -1.001 1.693 0.356
O -3.440 -0.143 2.246 -0.476
C -2.927 1.111 2.612 -0.198
C -1.932 1.077 3.752 -0.854
H 3.762 -4.224 0.426 0.143
H 3.838 -5.632 -0.607 0.394
H 4.209 -5.757 1.157 0.392
H 1.976 -6.647 0.640 0.458
H 1.840 -5.254 1.680 0.097
H 0.479 -5.568 -0.479 0.147
H 2.356 -2.555 -1.974 0.448
H 2.214 -1.169 -0.936 0.360
H 1.026 -1.453 -3.419 0.445
H -0.334 -1.708 -2.363 -0.039
H -0.042 0.394 -1.308 -0.132
H -0.007 0.593 -3.058 0.190
H 2.120 1.020 -1.216 0.213
H 1.737 1.819 -2.572 0.309
H 0.252 -1.689 2.054 -0.030
H 0.360 -3.375 2.407 0.514
H 2.159 -2.186 3.487 0.404
H 2.841 -3.309 2.353 0.288
H 3.422 -1.531 0.825 0.173
H 3.942 -1.108 2.430 0.384
H 1.001 -0.628 0.651 -0.549
H -1.442 -3.589 -1.545 0.535
H -1.795 -3.942 0.156 -0.211
H -3.410 -2.728 0.780 -0.003
H -3.778 -1.184 0.043 0.242
H -1.612 -0.409 1.334 0.091
H -2.057 -1.690 2.439 0.195
H -3.779 1.709 2.926 0.393
H -2.491 1.634 1.757 0.227
H -1.090 0.420 3.561 0.109
H -1.526 2.078 3.880 0.355
H -2.397 0.799 4.692 0.325
C -3.529 -4.261 4.262 -0.919
C -2.313 -4.938 3.847 0.533
N -1.359 -5.487 3.519 -0.482
H -4.025 -3.797 3.415 0.214
H -4.225 -4.976 4.697 0.364
H -3.327 -3.494 5.009 0.331
C 5.614 1.704 3.840 -0.510
C 6.225 0.489 4.353 0.315
N 6.714 -0.467 4.758 -0.453
H 5.901 2.568 4.438 0.369
H 5.922 1.898 2.815 0.217
H 4.529 1.630 3.843 0.098
C 1.189 6.322 -2.642 -0.958
C 0.230 5.240 -2.547 0.465
N -0.561 4.413 -2.469 -0.425
H 2.211 5.952 -2.691 0.298
H 0.996 6.913 -3.538 0.309
H 1.110 6.974 -1.779 0.325
C -3.707 -6.140 -0.498 -0.215
C -4.318 -5.835 0.783 0.364
N -4.794 -5.593 1.801 -0.508
H -3.792 -7.203 -0.728 0.246
H -4.174 -5.588 -1.309 0.295
H -2.648 -5.881 -0.495 -0.070
C -2.164 -10.324 0.342 -0.866
C -2.831 -9.708 -0.793 0.453
N -3.355 -9.223 -1.690 -0.444
H -1.084 -10.284 0.219 0.273
H -2.419 -9.803 1.264 0.291
H -2.461 -11.366 0.444 0.294
C -2.919 4.385 -4.446 -0.680
C -2.726 5.526 -5.326 0.303
N -2.576 6.421 -6.030 -0.505
H -3.950 4.041 -4.468 0.389
H -2.280 3.555 -4.744 0.175
H -2.673 4.637 -3.416 0.293
C 0.822 3.761 1.731 -0.153
C 1.159 4.942 0.951 0.237
N 1.426 5.896 0.366 -0.441
H -0.215 3.471 1.564 0.081
H 1.451 2.911 1.474 -0.108
H 0.953 3.960 2.793 0.350
C -2.836 0.294 -3.372 0.038
C -3.826 1.319 -3.089 0.360
N -4.614 2.124 -2.866 -0.523
H -1.948 0.722 -3.830 0.080
H -2.525 -0.224 -2.462 -0.275
H -3.241 -0.450 -4.056 0.368
C -5.208 -7.508 -4.935 -0.868
C -4.511 -6.529 -4.120 0.358
N -3.962 -5.771 -3.457 -0.411
H -5.725 -7.024 -5.761 0.342
H -4.506 -8.231 -5.346 0.258
H -5.941 -8.048 -4.339 0.255
C 4.946 6.603 0.835 -0.275
C 5.558 5.367 1.293 0.387
N 6.075 4.409 1.655 -0.363
H 5.231 7.427 1.485 -0.065
H 5.258 6.856 -0.177 0.283
H 3.859 6.533 0.843 0.001
C 7.041 10.102 2.747 -0.775
C 5.848 10.134 1.916 0.365
N 4.905 10.159 1.263 -0.374
H 7.789 10.798 2.373 0.280
H 6.802 10.376 3.773 0.263
H 7.478 9.104 2.755 0.279
C -2.827 9.343 -3.677 -0.467
C -1.904 9.548 -2.573 0.315
N -1.174 9.709 -1.702 -0.376
H -3.858 9.372 -3.330 0.258
H -2.702 10.116 -4.433 0.262
H -2.656 8.379 -4.155 0.008
```

LUMO level   1.6923 eV
Highest occupied orbital energy   -4.7 eV
DFT total energy   -2798.6825 Eh
Charge   -1

---

# 2
ORCA calculation (ωB97M-V/def2-TZVPD) on a structure of composition C38H69BN4O9S8.

```
129
Properties=species:S:1:pos:R:3:mulliken_charge:R:1
C -1.244 -2.073 -0.794 -1.506
C -0.996 -2.332 0.675 1.202
C 0.255 -2.826 1.037 -0.925
C 0.571 -3.100 2.362 -0.704
C -0.390 -2.887 3.332 -1.160
C -1.635 -2.387 2.979 -0.946
C -1.959 -2.085 1.659 1.344
C -3.346 -1.519 1.394 -0.997
C -3.398 -0.368 0.417 0.387
C -2.588 0.808 0.654 -0.032
C -1.780 0.834 1.907 0.495
C -2.371 0.956 3.155 -0.339
C -1.536 0.954 4.250 -1.031
C -0.169 0.832 4.109 -0.806
N 0.418 0.725 2.915 -0.631
C -0.397 0.720 1.869 0.162
C -2.514 1.857 -0.237 -0.185
C -1.712 3.105 -0.043 -0.709
C -2.573 4.316 0.337 -0.121
C -2.974 4.283 1.815 -0.142
C -1.929 4.930 2.720 -0.407
N -1.898 6.392 2.685 -0.687
C -3.279 1.737 -1.427 0.043
N -3.320 2.627 -2.432 -0.345
S -4.321 2.040 -3.526 -0.009
N -4.761 0.660 -2.823 -0.629
C -4.103 0.621 -1.658 1.405
C -4.174 -0.454 -0.719 -0.027
C -5.093 -1.600 -1.071 -1.794
B -6.425 -1.396 -0.249 0.780
O -7.482 -0.741 -0.857 -0.520
O -6.550 -1.833 1.062 -0.560
H -1.124 -1.007 -0.993 0.220
H -0.547 -2.624 -1.412 0.596
H -2.265 -2.311 -1.067 0.074
H 1.010 -3.003 0.284 0.682
H 1.562 -3.460 2.590 0.537
H -0.165 -3.095 4.367 0.402
H -2.351 -2.236 3.774 0.390
H -4.016 -2.320 1.122 0.829
H -3.706 -1.155 2.353 0.340
H -3.438 1.064 3.262 0.545
H -1.954 1.047 5.242 0.451
H 0.459 0.834 4.986 0.472
H 0.065 0.616 0.893 0.533
H -1.023 2.949 0.780 0.212
H -1.103 3.345 -0.911 0.499
H -3.454 4.395 -0.295 0.575
H -1.942 5.186 0.196 -0.344
H -3.921 4.803 1.955 0.524
H -3.078 3.249 2.132 -0.376
H -0.933 4.576 2.453 0.224
H -2.132 4.636 3.748 0.270
H -2.801 6.770 2.941 0.277
H -1.684 6.729 1.754 0.243
H -4.627 -2.561 -0.878 0.315
H -5.344 -1.546 -2.125 0.369
H -7.978 -0.249 -0.195 0.256
H -7.029 -1.194 1.597 0.260
C 0.044 4.624 7.448 -0.905
S -1.732 4.868 7.582 0.412
O -2.362 4.083 6.489 -0.530
C -1.718 6.586 7.052 -0.882
H 0.257 3.585 7.691 0.310
H 0.365 4.837 6.428 0.266
H 0.554 5.278 8.155 0.385
H -1.274 6.659 6.058 0.254
H -1.154 7.181 7.769 0.364
H -2.749 6.933 7.020 0.323
C 5.556 -1.672 0.225 -0.776
S 3.771 -1.610 0.397 0.675
O 3.199 -2.430 -0.708 -0.590
C 3.585 0.113 -0.079 -0.778
H 5.888 -2.682 0.442 0.385
H 5.835 -1.402 -0.794 0.330
H 6.010 -0.988 0.938 0.052
H 3.992 0.261 -1.079 0.376
H 4.101 0.745 0.644 0.384
H 2.522 0.348 -0.073 -0.010
C 10.504 -2.040 2.573 -0.962
S 8.728 -1.914 2.809 0.477
O 8.092 -2.681 1.707 -0.555
C 8.613 -0.169 2.387 -0.928
H 10.791 -3.074 2.749 0.321
H 10.759 -1.755 1.552 0.304
H 11.012 -1.393 3.289 0.378
H 8.997 -0.009 1.379 0.306
H 9.182 0.415 3.110 0.409
H 7.566 0.121 2.433 0.245
C 0.907 7.698 -2.813 -1.012
S -0.720 7.193 -2.241 0.427
O -0.530 6.529 -0.925 -0.559
C -0.952 5.882 -3.447 -0.855
H 1.262 8.489 -2.155 0.340
H 1.589 6.849 -2.769 0.302
H 0.830 8.076 -3.832 0.393
H -0.143 5.157 -3.358 0.303
H -0.974 6.312 -4.448 0.454
H -1.903 5.396 -3.235 0.171
C 3.096 -5.785 -0.490 -0.796
S 1.522 -6.376 0.128 0.730
O 1.796 -7.095 1.405 -0.733
C 1.264 -7.613 -1.144 -0.906
H 3.453 -5.015 0.190 0.110
H 3.805 -6.613 -0.525 0.492
H 2.957 -5.361 -1.482 0.220
H 2.096 -8.317 -1.150 0.323
H 1.180 -7.124 -2.114 0.190
H 0.340 -8.142 -0.912 0.367
C 3.907 -5.322 -5.534 -0.957
S 2.335 -5.914 -4.901 0.527
O 2.625 -6.638 -3.632 -0.551
C 2.075 -7.162 -6.166 -0.991
H 4.272 -4.555 -4.854 0.295
H 4.619 -6.147 -5.576 0.307
H 3.759 -4.892 -6.525 0.375
H 2.910 -7.863 -6.166 0.311
H 1.982 -6.677 -7.138 0.378
H 1.153 -7.688 -5.932 0.315
C -2.311 0.359 -6.754 -0.873
S -2.736 -1.268 -6.119 0.646
O -1.942 -2.255 -6.894 -0.694
C -4.405 -1.293 -6.784 -0.937
H -1.277 0.563 -6.483 0.297
H -2.416 0.367 -7.839 0.367
H -2.962 1.106 -6.300 0.239
H -4.369 -1.172 -7.867 0.364
H -4.988 -0.492 -6.327 0.296
H -4.849 -2.254 -6.535 0.306
```

LUMO level   -0.3346 eV
Highest occupied orbital energy   -7.7 eV
DFT total energy   -5595.8048 Eh

---

# 3
ORCA calculation (ωB97M-V/def2-TZVPD) on a structure of composition C38H69N4O4PSbSi3Ti.

```
121
Properties=species:S:1:pos:R:3:mulliken_charge:R:1
Ti 1.035 -0.717 -0.866 -1.379
C 3.032 -1.351 -3.652 -0.214
C 3.756 -0.555 -2.602 0.432
C 5.025 -0.084 -2.880 -1.067
C 5.677 0.722 -1.925 -0.697
C 5.071 0.958 -0.728 -1.191
C 3.802 0.388 -0.451 0.278
N 3.125 -0.314 -1.445 0.856
C 3.200 0.414 0.826 0.810
C 3.836 0.863 2.014 -1.412
C 3.262 0.547 3.227 -0.873
C 2.065 -0.154 3.301 -0.949
C 1.399 -0.476 2.099 0.372
N 1.965 -0.170 0.899 1.391
C 0.113 -1.063 2.007 -0.719
C -0.639 -1.500 3.123 0.213
C -1.878 -2.035 2.949 -1.639
C -2.426 -2.087 1.642 -0.358
C -1.673 -1.645 0.577 0.562
C -2.287 -1.652 -0.797 -1.535
N -0.411 -1.182 0.715 2.227
H 3.531 -2.310 -3.805 0.484
H 3.027 -0.811 -4.601 0.390
H 2.005 -1.554 -3.364 -0.710
H 5.479 -0.311 -3.836 0.468
H 6.650 1.148 -2.139 0.397
H 5.553 1.569 0.022 0.382
H 4.785 1.375 1.973 0.349
H 3.763 0.841 4.144 0.365
H 1.639 -0.420 4.256 0.715
H -0.205 -1.427 4.112 0.180
H -2.449 -2.389 3.799 0.180
H -3.433 -2.443 1.468 0.494
H -2.269 -2.661 -1.211 0.115
H -1.741 -0.998 -1.472 -0.318
H -3.324 -1.321 -0.734 0.691
C 0.727 -5.929 -4.647 -1.841
C 0.267 -4.639 -3.985 1.834
C -1.184 -4.757 -3.534 -1.305
C 0.439 -3.455 -4.928 -1.186
O 1.166 -4.481 -2.859 -0.189
P 0.955 -3.539 -1.588 -0.227
O 2.228 -3.352 -0.859 -0.930
O 0.285 -2.236 -2.032 0.629
O -0.170 -4.271 -0.725 0.131
C 0.074 -5.294 0.279 1.819
C -1.307 -5.861 0.564 -1.671
C 1.008 -6.367 -0.267 -1.669
C 0.652 -4.637 1.524 -1.465
H 0.121 -6.139 -5.530 0.400
H 0.634 -6.762 -3.949 0.369
H 1.772 -5.843 -4.947 0.367
H -1.821 -4.896 -4.410 0.578
H -1.502 -3.853 -3.014 0.082
H -1.316 -5.608 -2.864 0.186
H -0.169 -3.604 -5.823 0.553
H 1.484 -3.363 -5.227 0.258
H 0.129 -2.533 -4.439 -0.065
H -1.719 -6.336 -0.330 0.332
H -1.974 -5.055 0.874 0.227
H -1.252 -6.603 1.363 0.400
H 0.595 -6.812 -1.175 0.248
H 1.133 -7.151 0.482 0.520
H 1.987 -5.945 -0.497 0.266
H -0.040 -3.883 1.903 0.281
H 1.601 -4.157 1.294 0.316
H 0.807 -5.391 2.300 0.543
C 1.458 2.262 -3.150 -1.525
C 0.176 1.522 -2.754 1.577
C -0.354 0.706 -3.936 -1.530
C -0.877 2.549 -2.336 -1.244
N 0.450 0.671 -1.626 0.814
H 1.266 2.959 -3.973 0.494
H 2.229 1.556 -3.461 0.208
H 1.845 2.822 -2.297 0.102
H -0.609 1.359 -4.776 0.529
H -1.245 0.149 -3.639 0.234
H 0.399 -0.012 -4.267 0.144
H -1.165 3.192 -3.174 0.472
H -0.482 3.175 -1.537 -0.395
H -1.768 2.039 -1.961 0.239
C 1.308 4.341 4.034 -1.161
Si -0.327 3.413 4.031 0.825
C -0.148 1.936 5.173 -0.995
C -1.650 4.493 4.832 -1.151
Sb -0.732 2.610 1.631 -1.000
Si -3.247 2.280 1.968 0.600
C -3.534 1.112 3.404 -0.745
C -3.941 1.518 0.388 -0.534
C -4.245 3.839 2.329 -1.051
Si -0.963 4.960 0.618 1.247
C -1.297 6.414 1.772 -1.234
C 0.687 5.343 -0.212 -1.134
C -2.362 5.012 -0.656 -1.334
H 1.620 4.567 5.058 0.416
H 1.247 5.283 3.482 0.260
H 2.082 3.726 3.568 0.272
H -0.095 2.279 6.211 0.519
H 0.763 1.388 4.939 0.156
H -0.989 1.245 5.082 0.190
H -1.214 4.979 5.712 0.409
H -2.481 3.873 5.179 0.328
H -2.050 5.267 4.180 0.247
H -2.882 0.243 3.343 -0.069
H -4.571 0.760 3.397 0.415
H -3.353 1.613 4.359 0.283
H -3.150 1.118 -0.249 -0.400
H -4.504 2.257 -0.188 0.490
H -4.616 0.693 0.633 0.468
H -4.062 4.211 3.338 0.246
H -5.312 3.606 2.241 0.413
H -4.020 4.639 1.622 0.115
H -0.572 6.483 2.585 0.262
H -2.299 6.375 2.204 0.288
H -1.224 7.332 1.179 0.385
H 1.366 5.806 0.510 0.307
H 0.556 6.040 -1.045 0.366
H 1.174 4.444 -0.591 0.043
H -3.224 5.547 -0.251 0.373
H -2.693 4.021 -0.965 0.132
H -2.032 5.544 -1.553 0.551
```

Multiplicity   3
LUMO level (alpha / beta)   2.5398 / 2.5378 eV
Highest occupied orbital energy (alpha / beta)   -2.0 / -4.7 eV
DFT total energy   -4309.3450 Eh
Charge   -1